# C51H119N17O17

17 unconnected molecules or ions with the total composition C51H119N17O17 at a distorted geometry (ωB97M-V with the def2-TZVPD basis set, OMol25).

Computed properties:
* ΔE to the lowest compared entry with this formula, charge and spin: 717.1 kJ/mol
* E_LUMO: -0.0039 hartree
* frontier orbital gap: 0.312 Eh
* E_HOMO: -8.6 eV

CARTESIAN COORDINATES (ANGSTROEM)
C1 -0.9934 -3.2298 3.8898
C2 0.4367 -3.9236 3.8600
O1 0.7889 -4.4374 4.9132
N1 0.9957 -4.2488 2.7008
C3 2.0670 -5.1271 2.3470
H1 -0.9896 -2.3347 4.5117
H2 -1.7858 -3.9086 4.2050
H3 -1.2372 -2.7601 2.9369
H4 0.7109 -3.7074 1.8971
H5 1.9359 -5.5365 1.3453
H6 1.8153 -6.0579 2.8552
H7 3.1216 -4.8748 2.4575
C4 -8.6963 3.6462 1.6149
C5 -7.6083 3.1337 0.6348
O2 -6.9404 2.1833 1.0350
N2 -7.4828 3.7440 -0.5075
C6 -6.8264 3.0653 -1.6134
H8 -9.4146 2.9636 2.0690
H9 -9.1838 4.4904 1.1274
H10 -8.2105 4.1366 2.4584
H11 -8.2227 4.3377 -0.8541
H12 -7.4244 2.2985 -2.1060
H13 -5.9790 2.4304 -1.3545
H14 -6.6062 3.7258 -2.4521
C7 -0.7922 5.0929 -4.9223
C8 -2.1203 5.6903 -4.7214
O3 -2.4804 6.6633 -5.4365
N3 -2.8851 5.2813 -3.6936
C9 -4.1646 5.9066 -3.4715
H15 -0.4294 4.6674 -3.9867
H16 -0.0653 5.7968 -5.3275
H17 -1.0427 4.2809 -5.6050
H18 -2.5961 4.5536 -3.0555
H19 -4.0691 6.5210 -2.5762
H20 -4.9206 5.1538 -3.2483
H21 -4.5678 6.4485 -4.3270
C10 -1.1466 4.0904 -0.9801
C11 -2.4291 3.2885 -0.8484
O4 -3.4246 3.4613 -1.5750
N4 -2.5024 2.3066 0.0679
C12 -3.6294 1.3649 0.2174
H22 -0.7104 4.3245 -0.0090
H23 -1.3903 5.0401 -1.4565
H24 -0.3941 3.5512 -1.5555
H25 -1.9317 2.2123 0.8959
H26 -3.2189 0.5143 0.7615
H27 -4.0776 1.1533 -0.7534
H28 -4.5190 1.8044 0.6685
C13 0.9049 -0.2098 1.1091
C14 -0.0207 -0.9475 0.1593
O5 -0.3589 -2.0557 0.4023
N5 -0.3474 -0.2981 -0.8996
C15 -1.2129 -0.7392 -1.9155
H29 0.3312 0.7059 1.2515
H30 1.8897 0.1254 0.7836
H31 0.8920 -0.6636 2.1000
H32 0.0573 0.6260 -0.9477
H33 -2.0615 -0.0662 -2.0385
H34 -1.5589 -1.7567 -1.7337
H35 -0.7926 -0.7742 -2.9206
C16 -4.6301 -1.9015 -0.5176
C17 -4.8599 -1.5535 -1.9642
O6 -5.4404 -0.5230 -2.1736
N6 -4.1779 -2.2968 -2.8769
C18 -4.0512 -1.8732 -4.1943
H36 -5.3815 -1.3664 0.0632
H37 -3.6400 -1.4990 -0.3035
H38 -4.7738 -2.9450 -0.2373
H39 -3.5732 -3.0813 -2.6795
H40 -4.9600 -1.4121 -4.5810
H41 -3.8910 -2.7248 -4.8556
H42 -3.2945 -1.0899 -4.2378
C19 -3.4279 2.0895 -7.7711
C20 -4.1190 1.5839 -6.5366
O7 -4.9639 0.7188 -6.6529
N7 -3.6788 2.1453 -5.3605
C21 -4.2544 1.6956 -4.0348
H43 -3.3491 1.1502 -8.3183
H44 -2.4643 2.5187 -7.4966
H45 -3.8694 2.8264 -8.4420
H46 -3.1292 2.9843 -5.4785
H47 -4.9681 0.8876 -4.1961
H48 -4.7269 2.6060 -3.6660
H49 -3.5362 1.4576 -3.2501
C22 1.1291 5.3148 4.3624
C23 1.4001 4.0602 3.5221
O8 0.4828 3.4544 3.0328
N8 2.7006 3.7568 3.2497
C24 3.1944 2.8743 2.0946
H50 1.8955 5.4136 5.1312
H51 0.1285 5.0956 4.7353
H52 1.1335 6.1454 3.6566
H53 3.4278 4.2919 3.7024
H54 2.3744 2.6921 1.4000
H55 3.5327 1.9810 2.6196
H56 4.0185 3.3738 1.5853
C25 0.2465 0.2355 -5.2905
C26 1.2662 0.9996 -4.3813
O9 0.7007 1.8033 -3.6270
N9 2.6301 0.7224 -4.5893
C27 3.6761 1.4630 -3.9455
H57 0.0843 -0.8200 -5.0720
H58 0.6464 0.4486 -6.2818
H59 -0.6655 0.8238 -5.1891
H60 2.8552 0.3862 -5.5147
H61 4.3478 0.7558 -3.4590
H62 3.3485 2.2181 -3.2308
H63 4.2815 1.9161 -4.7305
C28 2.5802 -2.4477 6.9524
C29 3.5389 -3.4875 6.2325
O10 4.6512 -3.1317 5.9645
N10 3.0955 -4.7343 5.9923
C30 3.8739 -5.8397 5.5254
H64 2.2296 -1.7485 6.1932
H65 3.1304 -1.8442 7.6743
H66 1.7184 -2.8288 7.5004
H67 2.0989 -4.7588 5.8298
H68 3.6346 -6.6603 6.2018
H69 4.9538 -5.7751 5.6582
H70 3.6073 -6.1155 4.5051
C31 5.6665 -0.0336 4.8851
C32 6.5779 0.4772 3.7984
O11 6.0514 0.8358 2.7852
N11 7.8635 0.4063 3.9844
C33 8.8085 0.8826 2.9343
H71 5.1540 -0.9837 4.7336
H72 4.8623 0.6860 5.0386
H73 6.2074 -0.1978 5.8170
H74 8.2887 0.2159 4.8806
H75 9.6741 0.2827 3.2155
H76 8.7807 1.9628 3.0773
H77 8.4821 0.6349 1.9243
C34 -2.9594 5.9439 6.9944
C35 -2.3767 4.6161 6.6669
O12 -1.8200 3.9051 7.4622
N12 -2.5106 4.2630 5.3759
C36 -1.9570 3.0310 4.7528
H78 -3.8460 6.0943 7.6104
H79 -2.9155 6.5148 6.0669
H80 -2.2670 6.5101 7.6173
H81 -3.2112 4.7384 4.8252
H82 -2.0234 3.0619 3.6653
H83 -2.4872 2.2743 5.3311
H84 -0.9579 2.7694 5.1012
C37 -2.9556 -3.3554 -9.5141
C38 -2.1087 -2.9518 -8.3011
O13 -2.4785 -2.9637 -7.1352
N13 -0.8281 -2.7510 -8.7022
C39 0.3376 -2.4469 -7.8461
H85 -3.7348 -2.6619 -9.8304
H86 -3.4481 -4.1464 -8.9486
H87 -2.4308 -3.9564 -10.2568
H88 -0.6992 -3.0237 -9.6662
H89 1.2669 -2.5185 -8.4112
H90 0.4112 -3.0917 -6.9704
H91 0.3204 -1.3881 -7.5878
C40 4.7576 -2.1300 1.5491
C41 5.8581 -2.2240 0.4520
O14 5.5554 -2.9243 -0.5675
N14 6.7805 -1.2284 0.4103
C42 7.8232 -0.9574 -0.6048
H92 4.5712 -3.1344 1.9292
H93 3.9284 -1.4644 1.3092
H94 5.2291 -1.6992 2.4323
H95 6.6440 -0.4127 0.9901
H96 8.6109 -0.2209 -0.4459
H97 7.4268 -0.5993 -1.5550
H98 8.3774 -1.8233 -0.9669
C43 4.5747 -5.5010 -2.8720
C44 3.3264 -4.7344 -2.8619
O15 2.2704 -5.1849 -3.3167
N15 3.4770 -3.6526 -2.1356
C45 2.3599 -2.7718 -1.8799
H99 4.3101 -6.5392 -2.6715
H100 5.1612 -5.2487 -1.9885
H101 5.1563 -5.5164 -3.7938
H102 4.3689 -3.4580 -1.7034
H103 2.7868 -2.2389 -1.0304
H104 1.4792 -3.1969 -1.3985
H105 2.2362 -2.1846 -2.7898
C46 1.5328 2.1192 7.0538
C47 0.9782 1.4865 8.2916
O16 1.0491 2.0505 9.3857
N16 0.3869 0.2980 8.2107
C48 -0.1582 -0.3188 9.4740
H106 0.8303 2.4471 6.2876
H107 2.0779 1.3437 6.5157
H108 2.1694 2.9891 7.2154
H109 0.4228 -0.2644 7.3725
H110 -1.0072 -0.9830 9.3116
H111 -0.5763 0.4478 10.1264
H112 0.6129 -0.8921 9.9885
C49 -0.5446 -5.9479 -0.7198
C50 -1.2063 -5.0685 -1.8103
O17 -2.3914 -4.5998 -1.7708
N17 -0.3762 -4.6983 -2.7171
C51 -0.6013 -3.8300 -3.8693
H113 0.5184 -6.0332 -0.9453
H114 -0.9446 -6.9603 -0.6627
H115 -0.5844 -5.5245 0.2838
H116 0.5001 -5.1895 -2.8216
H117 -0.5927 -4.4898 -4.7370
H118 0.3350 -3.2967 -4.0342
H119 -1.5096 -3.2302 -3.9251


# C51H123F5N18O21P6

11 unconnected molecules or ions with the total composition C51H123F5N18O21P6 at a distorted geometry (ωB97M-V with the def2-TZVPD basis set, OMol25).

Computed properties:
* ΔE to the lowest compared entry with this formula, charge and spin: 0.0 kJ/mol
* E_LUMO: 0.0139 hartree
* frontier orbital gap: 0.296 Eh
* E_HOMO: -7.7 eV

CARTESIAN COORDINATES (ANGSTROEM)
C1 2.5851 -5.1350 -0.7487
N1 1.9361 -6.3750 -0.2852
C2 0.4647 -6.3937 -0.2169
P1 2.8383 -7.5954 0.4890
O1 2.7396 -7.4414 1.9784
N2 2.1029 -9.0557 -0.1402
C3 1.5805 -10.1100 0.6929
C4 2.0592 -9.2541 -1.5561
N3 4.4542 -7.5546 -0.2080
C5 4.8687 -8.1598 -1.4278
C6 5.5233 -7.0930 0.7099
H1 3.0494 -4.6403 0.1045
H2 1.7684 -4.5061 -1.1030
H3 3.4763 -5.3016 -1.3538
H4 -0.0650 -5.8490 -0.9985
H5 0.1404 -5.9612 0.7296
H6 0.1317 -7.4303 -0.2670
H7 2.0758 -11.0805 0.6606
H8 1.7263 -9.7921 1.7253
H9 0.5003 -10.2116 0.5884
H10 1.0337 -9.4715 -1.8546
H11 2.3643 -8.3047 -1.9960
H12 2.6643 -10.0841 -1.9209
H13 4.5028 -9.1824 -1.3351
H14 4.4105 -7.7240 -2.3156
H15 5.9587 -8.1688 -1.4370
H16 6.4757 -6.9204 0.2086
H17 5.7461 -7.8619 1.4497
H18 5.1594 -6.2136 1.2413
C7 1.2492 0.5524 3.1549
N4 1.4684 -0.4712 4.1904
C8 1.9553 0.0008 5.4764
P2 1.7626 -2.1120 3.5862
O2 1.3968 -2.3233 2.1466
N5 3.4984 -2.4677 3.9310
C9 4.5151 -2.0996 2.8965
C10 3.9813 -2.6841 5.3403
N6 0.9367 -3.0859 4.6714
C11 1.2277 -4.5251 4.6037
C12 -0.4632 -2.7354 5.0621
H19 1.0038 1.5009 3.6326
H20 0.5612 0.2843 2.3531
H21 2.2113 0.9444 2.8250
H22 1.7904 -0.7634 6.2359
H23 1.5297 0.9647 5.7556
H24 2.9785 0.2509 5.1961
H25 5.1683 -2.9481 2.6931
H26 4.1200 -1.7385 1.9469
H27 5.3215 -1.4733 3.2779
H28 3.9927 -3.7240 5.6667
H29 5.0242 -2.3752 5.4108
H30 3.3598 -2.0505 5.9731
H31 0.4548 -5.1738 5.0160
H32 1.1418 -4.8639 3.5713
H33 2.1747 -4.7943 5.0714
H34 -0.7964 -3.1954 5.9925
H35 -1.1349 -3.0536 4.2648
H36 -0.5639 -1.6521 4.9951
C13 -7.0879 4.7780 -2.7551
N7 -5.8560 5.5087 -2.4298
C14 -6.1361 6.8781 -1.9193
P3 -4.2796 4.7371 -2.3880
O3 -3.1273 5.6418 -2.5815
N8 -4.1721 3.9369 -0.8903
C15 -5.3360 3.3217 -0.1825
C16 -2.9176 3.7104 -0.3211
N9 -4.2996 3.4399 -3.5057
C17 -4.6821 3.6957 -4.9208
C18 -3.2701 2.3026 -3.4253
H37 -7.7023 5.3042 -3.4856
H38 -7.6470 4.4520 -1.8781
H39 -6.7933 3.7792 -3.0773
H40 -5.3081 7.4769 -2.2987
H41 -6.0807 6.7957 -0.8338
H42 -7.1120 7.2359 -2.2475
H43 -5.9434 4.1658 0.1442
H44 -5.9451 2.5922 -0.7162
H45 -4.9566 2.8556 0.7268
H46 -2.1215 4.2015 -0.8807
H47 -2.9507 3.9540 0.7408
H48 -2.7120 2.6413 -0.3749
H49 -5.5833 4.2957 -5.0469
H50 -3.9223 4.2753 -5.4452
H51 -4.9282 2.7412 -5.3860
H52 -2.4183 2.5816 -4.0457
H53 -3.6930 1.4164 -3.8986
H54 -2.9930 2.0968 -2.3914
C19 -2.4216 2.5288 3.4410
N10 -3.7664 3.0297 3.6722
C20 -4.7088 1.8901 3.8552
P4 -4.0783 4.3183 4.7474
O4 -3.7189 4.0232 6.1750
N11 -3.1337 5.5640 4.0254
C21 -2.8887 5.7447 2.5579
C22 -2.8938 6.7576 4.8491
N12 -5.7164 4.8077 4.4178
C23 -6.6361 4.9926 5.4963
C24 -6.2768 5.0298 3.0745
H55 -2.3597 2.0042 2.4875
H56 -2.1630 1.8331 4.2392
H57 -1.6422 3.2856 3.5303
H58 -4.2480 1.1797 4.5416
H59 -4.8876 1.4300 2.8833
H60 -5.5912 2.2292 4.3977
H61 -2.5847 6.7864 2.4552
H62 -2.0877 5.1160 2.1692
H63 -3.8115 5.5851 2.0001
H64 -2.4523 6.4680 5.8027
H65 -2.1986 7.5221 4.5024
H66 -3.8408 7.1890 5.1734
H67 -6.1860 5.5705 6.3035
H68 -7.4538 5.6866 5.3017
H69 -6.9887 3.9889 5.7336
H70 -5.5607 4.7699 2.2949
H71 -6.6725 6.0162 2.8326
H72 -7.1476 4.3802 2.9853
C25 7.7727 -0.5303 -0.6028
N13 7.2467 -0.8707 -1.9604
C26 8.1281 -0.7337 -3.1224
P5 5.5298 -0.6587 -2.1410
O5 4.8653 -0.8090 -3.5081
N14 4.8597 -1.6923 -0.8440
C27 3.4015 -1.7413 -0.8649
C28 5.4118 -2.9799 -0.3726
N15 5.2554 1.0075 -1.6508
C29 4.8131 1.4098 -0.3512
C30 5.7443 2.2043 -2.4111
H73 8.1905 0.4700 -0.7170
H74 8.5153 -1.2692 -0.3016
H75 7.0434 -0.5350 0.2072
H76 8.4962 0.2921 -3.1368
H77 7.5794 -0.9550 -4.0379
H78 9.0015 -1.3649 -2.9584
H79 3.0827 -1.8364 0.1731
H80 3.0293 -0.8370 -1.3464
H81 2.9716 -2.5690 -1.4289
H82 5.0094 -3.3001 0.5884
H83 5.1926 -3.7738 -1.0865
H84 6.4996 -2.9115 -0.3758
H85 3.7355 1.5546 -0.2752
H86 4.9776 0.5817 0.3382
H87 5.3136 2.3166 -0.0116
H88 5.1756 3.1220 -2.2612
H89 5.5889 1.9486 -3.4593
H90 6.8031 2.2715 -2.1611
C31 4.0067 5.4329 -0.2229
N16 2.7310 5.6780 0.5122
C32 2.7673 6.5849 1.7261
P6 1.1449 5.4564 -0.1028
O6 0.0350 5.8382 0.8745
N17 1.1202 6.4829 -1.5336
C33 -0.0323 6.4216 -2.5069
C34 1.7652 7.8783 -1.4327
N18 1.1458 3.8364 -0.7662
C35 0.5793 2.6501 -0.1092
C36 1.8336 3.5767 -2.0342
H91 4.0646 6.0624 -1.1109
H92 4.2316 4.4041 -0.5038
H93 4.8455 5.6452 0.4400
H94 3.7687 6.8178 2.0882
H95 2.2459 6.1913 2.5987
H96 2.2490 7.4939 1.4207
H97 0.2389 7.1201 -3.2985
H98 -0.3277 5.4654 -2.9385
H99 -0.9398 6.7766 -2.0185
H100 1.6257 8.4223 -2.3669
H101 1.5933 8.4504 -0.5210
H102 2.8413 7.7793 -1.5750
H103 -0.1245 2.9799 0.6549
H104 -0.1129 2.0488 -0.6986
H105 1.3482 1.9793 0.2742
H106 2.4569 2.7017 -1.8501
H107 2.5362 4.3820 -2.2486
H108 1.1557 3.3858 -2.8661
O7 -4.4500 -1.8789 -2.4223
C37 -5.3747 -1.2389 -2.9251
O8 -6.0804 -1.5610 -4.0447
C38 -7.1918 -0.7720 -4.1693
C39 -6.6495 0.5056 -3.4327
F1 -7.7034 1.0395 -2.8985
O9 -5.8451 -0.0661 -2.4629
H109 -7.4968 -0.5885 -5.1995
H110 -8.0549 -1.2933 -3.7551
H111 -6.0778 1.2394 -4.0009
O10 -1.3748 -2.0695 -3.9177
C40 -0.9812 -3.0549 -4.5630
O11 -0.1167 -3.9442 -4.1696
C41 0.4839 -4.5729 -5.2902
C42 -0.7478 -4.5366 -6.1422
F2 -1.5214 -5.5130 -5.7632
O12 -1.2591 -3.2719 -5.8243
H112 1.2606 -3.9137 -5.6778
H113 0.8366 -5.5761 -5.0509
H114 -0.5737 -4.5656 -7.2178
O13 -2.9318 -6.0429 5.7900
C43 -3.1480 -5.9481 4.6064
O14 -3.4420 -4.7991 3.9238
C44 -3.1818 -5.0778 2.5352
C45 -3.5132 -6.5921 2.5061
F3 -2.7325 -7.3172 1.6629
O15 -3.1133 -6.9400 3.8170
H115 -3.6440 -4.3238 1.8981
H116 -2.1319 -4.9289 2.2829
H117 -4.5672 -6.8093 2.3331
O16 1.9889 -1.5711 -6.5487
C46 1.8122 -0.6301 -5.8048
O17 2.6782 0.3067 -5.5758
C47 2.4274 1.0588 -4.3571
C48 1.1962 0.2742 -3.8069
F4 0.1712 1.0319 -3.4004
O18 0.8485 -0.5369 -4.8992
H118 3.2945 1.1070 -3.6983
H119 2.1647 2.0965 -4.5623
H120 1.4677 -0.3967 -2.9920
O19 -3.0367 0.3282 0.8553
C49 -2.4299 -0.5718 0.2839
O20 -1.2060 -0.3397 -0.2686
C50 -0.5847 -1.5115 -0.5834
C51 -1.7007 -2.5377 -0.6023
F5 -1.1571 -3.6281 -0.0236
O21 -2.7227 -1.8371 0.1481
H121 -0.1147 -1.4786 -1.5663
H122 0.1397 -1.6279 0.2227
H123 -1.9872 -2.7327 -1.6357